[1]
{
  "formula": "C23H47NO2P2SSn",
  "method": "ωB97M-V/def2-TZVPD",
  "lumo_energy_ev": -15.811,
  "e_above_lowest_ev": 0.221,
  "charge": 4,
  "multiplicity": 1,
  "energy_ev": -65397.0164,
  "e_homo_ev": -21.46,
  "homo_lumo_gap_ev": 5.653,
  "symbols": ["Sn", "C", "O", "C", "O", "P", "C", "H", "C", "H", "C", "H", "C", "P", "H", "H", "C", "H", "C", "H", "H", "H", "C", "H", "H", "H", "C", "H", "H", "H", "C", "H", "H", "H", "C", "H", "H", "H", "C", "H", "H", "H", "C", "H", "H", "H", "C", "H", "C", "H", "H", "C", "H", "H", "H", "C", "H", "H", "H", "C", "H", "H", "H", "C", "H", "H", "H", "H", "H", "S", "C", "C", "N", "C", "H", "H", "H"],
  "xyz": [[0.20998, -0.36117, -0.33504], [-0.85701, -1.06126, -2.52606], [-1.91449, -1.45461, -2.84920], [1.08230, 0.71989, 1.86460], [0.93405, 0.92371, 2.99541], [0.03075, -2.63068, 1.10627], [1.60930, -3.47569, 0.61261], [1.66516, -4.42210, 1.17569], [0.13790, -2.48091, 2.95500], [0.92623, -1.71928, 3.11853], [-1.30799, -3.75364, 0.49491], [-1.21973, -3.66521, -0.60591], [-0.81878, 2.69655, -2.80563], [0.44125, 2.17984, -1.57214], [2.31486, 2.82781, -2.92472], [-0.89665, 1.82611, -3.47428], [0.99399, 3.69204, -0.61258], [1.20264, 4.44257, -1.39791], [-1.15768, -1.92653, 3.56567], [-0.96282, -1.65456, 4.61296], [-1.95988, -2.67822, 3.56719], [-1.52526, -1.01740, 3.06559], [0.57121, -3.79342, 3.62189], [-0.21837, -4.55698, 3.54680], [0.75315, -3.59003, 4.68901], [1.50557, -4.18720, 3.19629], [-1.07156, -5.20522, 0.91013], [-0.04412, -5.53452, 0.71288], [-1.74586, -5.83986, 0.31679], [-1.31428, -5.34609, 1.97187], [-2.71545, -3.27519, 0.86194], [-3.45289, -3.83662, 0.26993], [-2.88243, -2.21142, 0.64863], [-2.93841, -3.43323, 1.92514], [1.55661, -3.82192, -0.87852], [0.77147, -4.53703, -1.15469], [2.52945, -4.21152, -1.20683], [1.32514, -2.93170, -1.47321], [2.82362, -2.61122, 1.01232], [2.80132, -1.60550, 0.56186], [3.75433, -3.09251, 0.67778], [2.90369, -2.49443, 2.10490], [-0.34733, 3.90979, -3.60710], [0.64931, 3.74305, -4.03950], [-0.33550, 4.80522, -2.96856], [-1.05646, 4.07358, -4.43262], [-2.20517, 2.87787, -2.18964], [-2.26233, 3.77158, -1.56282], [2.95694, 1.08485, -1.78755], [-2.51641, 2.02884, -1.56871], [-2.96030, 2.96688, -2.98422], [1.52947, 1.01782, -3.90083], [2.41813, 0.24704, -1.28131], [3.73883, 0.64657, -2.43350], [3.41550, 1.66030, -0.97412], [1.92933, 1.82853, -2.64276], [2.44169, 0.60759, -4.36824], [1.04719, 1.65873, -4.66065], [0.84484, 0.17990, -3.63464], [2.26493, 3.46712, 0.22190], [2.13972, 2.62349, 0.92145], [2.47599, 4.36569, 0.82050], [3.14784, 3.31429, -0.40649], [-0.12822, 4.19753, 0.30231], [-0.52345, 3.39604, 0.94650], [-0.95562, 4.64891, -0.25879], [0.26770, 4.97738, 0.97192], [2.19120, -1.38253, -2.06856], [2.25107, -1.63875, -1.32768], [-3.46399, 1.43061, 2.36393], [-4.15410, 0.73096, 0.94532], [-3.19629, 0.21557, 0.11266], [-1.88334, 0.37654, 0.58072], [-1.93301, 0.96628, 1.79630], [-5.21414, 0.73220, 0.77349], [-3.39732, -0.28551, -0.81647], [-1.10660, 1.28199, 2.40166]],
  "forces_ev_per_angstrom": [[-1.4, 1.8, 0.6], [-6.4, -2.6, -1.5], [5.9, 2.2, 1.4], [-0.6, 0.6, 5.2], [1.2, -0.7, -4.8], [1.3, -2.8, 0.5], [0.2, 0.5, -0.4], [-0.3, 0.4, 0.0], [-0.3, 1.7, 0.3], [-0.2, -0.4, -0.1], [-0.9, 1.0, -0.9], [0.1, -0.1, 0.3], [-1.5, -1.2, 0.3], [2.1, 1.4, -1.8], [-0.2, -0.3, 0.2], [0.2, 0.1, 0.0], [-0.3, -0.2, 1.5], [-0.2, -0.5, -0.1], [-0.3, 0.1, 0.3], [0.0, -0.1, -0.3], [0.3, 0.3, 0.0], [0.1, -0.4, 0.1], [0.2, -0.6, -0.4], [0.4, 0.3, 0.1], [-0.1, 0.1, -0.3], [-0.3, 0.0, 0.3], [0.5, -0.2, 0.4], [-0.4, -0.1, 0.1], [0.1, 0.2, 0.1], [0.1, -0.1, -0.4], [-0.4, 0.1, 0.2], [0.2, 0.1, 0.2], [0.1, -0.2, 0.0], [0.0, -0.1, -0.4], [-0.4, -0.1, -0.4], [0.4, -0.1, 0.4], [-0.3, 0.1, 0.0], [0.0, -0.8, 0.1], [0.1, -0.3, 0.3], [0.1, -0.1, 0.1], [-0.3, 0.2, 0.0], [0.0, 0.0, -0.4], [0.6, 0.3, 0.2], [-0.4, 0.3, 0.0], [0.0, -0.2, -0.4], [0.1, -0.1, 0.3], [-0.6, 0.2, 0.1], [-0.1, -0.1, -0.2], [0.1, -0.3, 0.2], [0.1, 0.1, -0.1], [0.3, 0.1, 0.2], [0.1, 0.2, 0.0], [0.7, 0.6, -0.3], [-0.3, 0.1, 0.4], [0.0, -0.2, -0.6], [-0.2, -0.6, 0.4], [-0.4, 0.1, 0.2], [0.1, -0.5, 0.4], [0.5, 0.5, -0.4], [0.3, 0.1, -0.2], [0.2, 0.3, -0.2], [-0.2, -0.2, -0.2], [-0.2, 0.1, 0.3], [-0.3, 0.4, 0.1], [0.1, 0.2, -0.2], [0.2, -0.2, 0.2], [-0.1, -0.2, -0.3], [0.2, -0.4, 1.1], [0.2, 0.6, -1.7], [0.4, -0.8, -1.2], [0.7, -0.1, -0.3], [0.0, 0.5, 0.8], [-0.1, 0.1, 1.2], [-0.6, 0.5, -0.6], [-0.3, 0.0, 0.0], [0.0, 0.0, -0.2], [0.1, -0.2, -0.2]]
}



[2]
{
  "formula": "C23H48AlBr14O4Si",
  "method": "ωB97M-V/def2-TZVPD",
  "lumo_energy_ev": 1.305,
  "charge": -1,
  "multiplicity": 1,
  "energy_ev": -1027885.1617,
  "e_homo_ev": -2.59,
  "homo_lumo_gap_ev": 3.896,
  "symbols": ["C", "Si", "C", "C", "C", "O", "Al", "O", "C", "C", "C", "C", "C", "O", "O", "H", "H", "H", "H", "H", "H", "H", "H", "H", "H", "H", "H", "H", "H", "H", "H", "H", "H", "H", "H", "Br", "C", "C", "Br", "H", "H", "H", "H", "Br", "C", "C", "Br", "H", "H", "H", "H", "Br", "C", "C", "Br", "H", "H", "H", "H", "Br", "C", "C", "Br", "H", "H", "H", "H", "Br", "C", "C", "Br", "H", "H", "H", "H", "Br", "C", "C", "Br", "H", "H", "H", "H", "Br", "C", "C", "Br", "H", "H", "H", "H"],
  "xyz": [[0.06752, -4.44203, 4.51504], [-0.90880, -4.67225, 2.85638], [0.14672, -4.26658, 1.27226], [-1.36569, -6.57288, 2.72991], [-2.44229, -3.50869, 2.80285], [-3.51288, -4.13951, 1.97627], [-4.62416, -2.70549, 1.39481], [-3.62376, -1.36456, 2.33600], [-2.23277, -1.92654, 2.30301], [-1.45540, -1.03924, 3.44153], [-0.51943, 0.17465, 2.86085], [0.78134, -0.30467, 1.98602], [1.96396, -1.04258, 2.86078], [2.17140, -2.37761, 2.91516], [2.95318, -0.22538, 3.63938], [-0.68230, -4.61531, 5.42197], [0.99200, -5.19309, 4.54975], [0.51121, -3.36514, 4.67039], [-0.31542, -4.70615, 0.29070], [0.09574, -3.07950, 1.16121], [1.28380, -4.59428, 1.41398], [-0.92659, -6.96583, 1.69303], [-0.79347, -7.10598, 3.62869], [-2.53260, -6.71555, 2.80901], [-2.88107, -3.64282, 3.90147], [-4.36248, -2.22755, -0.12367], [-6.18188, -2.83594, 1.73942], [-1.97312, -1.78470, 1.16418], [-0.89656, -1.76616, 4.17041], [-2.30556, -0.51689, 4.09703], [-1.17969, 0.86599, 2.15512], [-0.16235, 0.89516, 3.74239], [0.44436, -0.92341, 1.02634], [1.26711, 0.69187, 1.54296], [3.81055, -0.76675, 3.52172], [3.03629, -0.01425, -0.57661], [4.36714, -1.20925, 0.20113], [5.72084, -0.54323, 0.27955], [6.58615, -0.49440, -1.46820], [4.36631, -2.12261, -0.39953], [3.99193, -1.43805, 1.20280], [6.39819, -1.12046, 0.91526], [5.67806, 0.48694, 0.64326], [-4.65924, -0.58869, 0.22313], [-4.87134, 0.10565, -1.58712], [-4.73625, 1.61004, -1.61517], [-6.35112, 2.47665, -0.94661], [-5.83701, -0.25092, -1.95501], [-4.07100, -0.36372, -2.16646], [-4.62697, 1.96816, -2.64276], [-3.90214, 1.98288, -1.01466], [-1.82848, 2.65973, -2.41082], [-2.04057, 3.35406, -4.22106], [-1.90549, 4.85845, -4.24911], [-3.52036, 5.72506, -3.58055], [-3.00625, 2.99749, -4.58895], [-1.24023, 2.88469, -4.80040], [-1.79621, 5.21657, -5.27670], [-1.07138, 5.23129, -3.64860], [-4.14423, -1.79507, 6.89760], [-5.07392, -0.09801, 7.14198], [-5.86194, 0.27642, 5.90866], [-4.69328, 0.96199, 4.50509], [-4.31895, 0.64321, 7.41697], [-5.74310, -0.26105, 7.99174], [-6.55344, 1.09516, 6.12689], [-6.42009, -0.55973, 5.47894], [8.89692, 2.71957, -1.02000], [9.16026, 1.89605, -2.76830], [10.39736, 2.43626, -3.44653], [10.08033, 4.21580, -4.18036], [8.24365, 2.06121, -3.34062], [9.26854, 0.82680, -2.56469], [10.66579, 1.81806, -4.30788], [11.25963, 2.51538, -2.77902], [10.18757, -0.85335, -5.38770], [9.92944, -0.01399, -7.12923], [11.18896, -0.08102, -7.96071], [12.49835, 1.23743, -7.36658], [9.58475, 1.00674, -6.94404], [9.12484, -0.58426, -7.60241], [10.97773, 0.17844, -9.00195], [11.68084, -1.05686, -7.92679], [-9.91243, 4.76352, -0.03830], [-10.17056, 5.60287, -1.77984], [-8.91104, 5.53585, -2.61131], [-7.60165, 6.85430, -2.01718], [-10.51525, 6.62361, -1.59464], [-10.97516, 5.03261, -2.25301], [-9.12227, 5.79531, -3.65255], [-8.41916, 4.56001, -2.57739]],
  "forces_ev_per_angstrom": [[0.8, 0.3, 1.2], [0.1, -0.2, -1.0], [0.9, 1.0, -0.5], [0.3, -0.5, 0.2], [-1.4, -0.6, -0.1], [1.0, 2.1, 0.7], [1.7, -2.8, 1.5], [0.9, -2.2, -0.5], [-2.5, 0.5, 1.6], [-0.2, 0.3, 0.1], [-0.2, 0.2, 0.3], [0.4, 1.4, -0.1], [1.6, -5.8, 0.7], [-1.2, 8.4, -0.6], [-1.0, -2.4, -2.9], [1.7, 0.1, -1.8], [-2.0, 1.5, 0.1], [-0.8, -2.1, -0.4], [0.9, 0.7, 1.9], [0.4, -2.6, 0.1], [-2.4, 0.8, -0.5], [-1.2, 0.7, 2.3], [-1.4, 0.8, -2.0], [2.4, 0.1, -0.3], [1.0, 1.3, -1.6], [1.0, -5.9, -1.0], [0.0, 0.1, 0.2], [0.5, -0.6, 2.2], [-0.6, 1.5, -1.4], [1.8, -1.3, -1.6], [1.4, -1.6, 1.3], [-0.7, -1.7, -1.8], [1.0, 0.9, 2.5], [-0.9, -2.2, 1.2], [-2.1, 0.9, 0.6], [0.3, -0.1, -0.2], [-0.2, 0.1, 0.1], [0.2, -0.1, 0.1], [0.0, 0.0, 0.0], [0.1, 0.2, 0.2], [0.1, 0.0, -0.2], [-0.2, 0.1, -0.1], [-0.1, -0.2, -0.1], [-0.8, 9.5, -0.3], [-0.4, -0.6, 0.2], [-0.2, -0.1, 0.0], [0.0, 0.1, 0.0], [0.2, 0.3, -0.1], [0.0, 0.1, 0.0], [0.0, 0.0, 0.1], [-0.5, -0.2, -0.1], [0.4, 0.2, -0.3], [0.3, -0.2, 0.1], [-0.2, 0.2, -0.2], [0.1, -0.1, 0.0], [0.2, 0.2, 0.1], [-0.1, 0.1, 0.1], [0.0, -0.1, 0.2], [-0.2, -0.2, -0.1], [0.1, 0.1, 0.0], [-0.1, -0.2, 0.2], [0.1, 0.4, -0.2], [-0.2, -0.1, 0.1], [-0.2, -0.1, -0.2], [0.1, 0.0, -0.2], [0.1, -0.2, 0.1], [0.2, 0.1, 0.1], [0.0, 0.0, -0.1], [0.1, -0.2, 0.2], [0.0, 0.0, -0.3], [0.1, 0.0, 0.1], [0.3, 0.0, 0.1], [0.0, 0.2, -0.1], [-0.1, 0.1, 0.2], [-0.3, 0.0, -0.1], [0.0, 0.1, 0.0], [-0.2, -0.2, 0.0], [0.1, 0.2, -0.2], [0.0, -0.1, 0.0], [0.2, -0.2, -0.1], [0.2, 0.1, 0.0], [0.0, 0.0, 0.2], [-0.2, 0.2, 0.1], [0.0, 0.1, -0.1], [-0.2, -0.2, 0.1], [0.1, 0.2, -0.2], [0.0, -0.1, 0.0], [0.2, -0.2, -0.1], [0.2, 0.1, 0.0], [0.0, 0.0, 0.2], [-0.1, 0.2, 0.1]]
}



[3]
{
  "formula": "C23H48AlN2O4",
  "method": "ωB97M-V/def2-TZVPD",
  "lumo_energy_ev": 1.867,
  "charge": -1,
  "multiplicity": 1,
  "energy_ev": -42395.9686,
  "e_homo_ev": -4.53,
  "homo_lumo_gap_ev": 6.400,
  "symbols": ["C", "C", "C", "C", "Al", "C", "C", "C", "C", "C", "C", "C", "C", "O", "C", "C", "C", "O", "H", "H", "H", "H", "H", "H", "H", "H", "H", "H", "H", "H", "H", "H", "H", "H", "H", "H", "H", "H", "H", "H", "H", "H", "H", "H", "C", "C", "C", "O", "C", "N", "H", "H", "H", "H", "H", "H", "H", "H", "H", "H", "H", "C", "C", "C", "O", "C", "N", "H", "H", "H", "H", "H", "H", "H", "H", "H", "H", "H"],
  "xyz": [[-1.58332, 0.81962, 0.52899], [-3.05101, 0.23869, 0.52496], [-3.32493, -0.79601, -0.66289], [-4.82031, -1.29884, -0.50565], [-5.12256, -3.25137, -1.08423], [-6.17366, -4.30074, 0.32553], [-5.33131, -5.10707, 1.35501], [-5.70777, -6.52577, 1.58917], [-5.00222, -7.35961, 2.57034], [-3.89496, -6.84866, 3.37598], [-3.50543, -5.45167, 3.13500], [-4.21336, -4.60608, 2.15668], [-3.71550, -3.13682, 2.00660], [-3.57244, -4.09555, -1.67079], [-3.77590, -4.45969, -3.03364], [-2.51158, -5.22239, -3.65109], [-2.80234, -6.78135, -3.56370], [-1.40010, -4.88752, -2.79846], [-1.44083, 1.45640, -0.38252], [-0.82499, -0.00264, 0.62965], [-1.48719, 1.43837, 1.46848], [-3.25270, -0.28944, 1.49215], [-3.78944, 1.07463, 0.41541], [-3.15817, -0.21147, -1.60921], [-2.56622, -1.63290, -0.62368], [-5.20745, -1.15276, 0.54086], [-5.45316, -0.62901, -1.16417], [-6.09160, -3.15853, -2.38034], [-6.92775, -3.62122, 0.81479], [-6.78059, -5.06983, -0.24284], [-6.54630, -6.99583, 1.01610], [-5.33331, -8.41641, 2.74514], [-3.35986, -7.45931, 4.14490], [-2.65554, -5.02162, 3.72498], [-3.20115, -3.05280, 1.01510], [-2.93064, -2.90636, 2.78336], [-4.59647, -2.46152, 2.12471], [-4.69908, -5.11238, -3.12731], [-3.99105, -3.55875, -3.68760], [-2.35240, -4.90100, -4.71871], [-3.09048, -7.08064, -2.51838], [-1.83601, -7.32126, -3.78618], [-3.58869, -7.10960, -4.29613], [-0.67927, -5.51381, -2.99733], [1.73192, 2.62575, 0.35210], [0.71072, 3.74418, 0.53348], [1.29750, 5.15485, 0.33296], [2.07915, 5.62921, 1.42142], [3.41073, 5.14838, 1.44313], [0.08118, 3.60702, 1.85178], [2.39437, 2.51970, 1.21278], [1.22198, 1.66873, 0.22575], [2.34688, 2.79441, -0.53583], [-0.06063, 3.60226, -0.23032], [0.46158, 5.85612, 0.24688], [1.85995, 5.22547, -0.60679], [3.81848, 5.02108, 0.43615], [3.46402, 4.20936, 1.99867], [4.02441, 5.87836, 1.97521], [-0.66898, 4.29052, 1.92795], [0.76072, 3.91692, 2.54523], [9.37984, 6.05350, 0.16042], [8.67934, 5.87261, -1.18292], [7.14266, 5.83108, -1.07614], [6.61980, 4.60615, -0.58524], [6.65594, 4.47079, 0.82524], [9.20828, 4.67098, -1.83808], [9.40245, 5.13479, 0.74777], [10.41800, 6.35528, 0.00585], [8.89361, 6.82990, 0.75630], [8.93716, 6.73921, -1.80065], [6.73392, 5.93900, -2.08564], [6.75770, 6.67754, -0.49322], [6.49420, 5.42474, 1.33468], [7.60309, 4.02619, 1.13738], [5.86060, 3.78339, 1.11739], [8.81598, 4.60907, -2.77480], [8.81251, 3.86398, -1.35791]],
  "forces_ev_per_angstrom": [[-1.0, 0.0, 1.0], [0.7, -0.6, -0.8], [-0.3, 0.9, 1.5], [0.2, 0.3, -0.8], [0.3, 0.4, -0.1], [0.4, -1.0, 0.5], [-0.2, -1.8, 1.3], [2.0, 0.5, 1.4], [0.4, 1.3, -0.1], [-1.0, 2.0, -1.8], [-1.7, -1.2, -0.9], [0.3, -1.1, 0.8], [0.0, -1.1, 0.2], [-1.4, 0.2, -0.9], [0.2, 0.3, -0.2], [-1.3, -0.8, 1.3], [0.9, 0.3, -0.1], [0.2, -0.6, -1.0], [0.2, -0.6, 0.8], [-0.6, 0.7, -0.5], [0.2, -0.3, -1.2], [0.1, 0.5, -0.7], [0.6, -0.6, 0.2], [-0.2, -0.8, 0.6], [-0.7, 0.8, -0.1], [0.5, 0.1, -0.8], [0.4, -0.7, 0.7], [-0.2, -0.1, -0.1], [0.8, -0.5, -0.2], [0.5, 0.8, 0.6], [0.8, 0.7, 0.5], [0.3, 1.1, -0.3], [-0.6, 0.5, -0.9], [-0.9, -0.3, -0.7], [-0.7, 0.3, 0.7], [-0.9, -0.2, -0.6], [1.0, -0.3, -0.3], [1.0, 0.4, -0.2], [0.2, -0.7, 0.6], [0.0, -0.3, 0.9], [0.1, 0.5, -1.0], [-0.9, 0.3, 0.0], [0.7, 0.3, 0.7], [-0.5, 0.4, 0.1], [0.0, -0.2, -0.2], [0.3, 0.0, 0.3], [-0.3, 0.0, 0.0], [0.1, 0.0, -0.3], [-0.2, 0.1, 0.3], [0.0, 0.4, 0.0], [0.0, 0.1, 0.0], [0.0, 0.1, 0.1], [0.0, 0.0, 0.0], [0.0, 0.1, 0.1], [0.1, 0.0, 0.1], [0.1, -0.1, 0.0], [0.0, -0.1, 0.0], [0.2, -0.1, -0.1], [-0.1, 0.1, 0.0], [-0.1, -0.2, 0.0], [0.0, -0.1, 0.0], [0.2, 0.2, 0.1], [-0.1, -0.3, 0.3], [0.0, 0.0, -0.3], [0.0, 0.4, 0.1], [0.0, -0.4, -0.1], [-0.2, 0.0, -0.1], [-0.1, 0.0, -0.1], [-0.1, -0.1, 0.0], [0.0, 0.0, 0.0], [-0.1, 0.0, -0.1], [0.0, -0.1, 0.0], [0.1, 0.0, 0.1], [0.1, 0.0, 0.0], [0.0, 0.1, 0.2], [0.0, 0.0, -0.1], [0.1, 0.0, 0.0], [0.1, 0.1, 0.0]]
}